1.
The following is a DFT calculation (the ωB97M-V functional and the def2-TZVPD basis) of a molecular structure, C19H28CdF5O3Te in a non-equilibrium geometry.

Values from the calculation:
**Net charge**: -1
**E**: -51742.1008 eV
**ΔE to the lowest compared entry with this formula, charge and spin**: 0.000 eV
**HOMO**: -3.696 eV
**Orbital gap**: 5.295 eV

Last column: Löwdin charge in e.
Element x y z (Å)
Te 1.239 1.595 3.386  1.9263
Cd 0.037 0.058 0.023  1.4404
F -0.108 2.970 3.520  -0.4104
F 2.595 0.185 3.476  -0.4040
F 2.618 2.880 3.191  -0.4074
F -0.155 0.222 3.822  -0.4137
F 1.421 1.664 5.364  -0.4103
O 0.563 0.304 -7.983  -0.1031
O 1.012 1.484 1.515  -0.6537
O 0.339 0.611 -2.170  -0.2927
C -0.055 -0.287 -3.252  -0.1964
C -0.352 0.612 -4.413  -0.1627
C -0.883 -1.224 -9.248  -0.0314
C 0.505 1.963 -2.654  -0.1845
C -1.670 0.891 1.441  -0.2373
C 0.343 -0.324 -9.273  -0.5839
C -1.981 -0.517 1.275  -0.2138
C 0.867 -2.123 -0.652  -0.2379
C 0.112 1.048 -10.015  -0.0639
C 2.154 -0.823 0.803  -0.2310
C 1.576 -1.079 -9.749  -0.0323
C 0.364 1.632 -8.595  -0.1381
C 2.000 -1.226 -0.571  -0.2279
C -2.246 0.546 -0.796  -0.2333
C 0.563 1.823 -4.154  -0.1619
C 0.322 -2.277 0.689  -0.2214
C -2.322 -0.731 -0.113  -0.2227
C 1.110 -1.467 1.583  -0.2275
C -1.833 1.541 0.164  -0.2247
H 0.933 -1.326 2.634  0.0523
H 0.873 1.296 -10.743  0.0995
H -1.763 -0.658 -8.905  0.0891
H 1.591 1.565 -4.464  0.1216
H 0.251 2.721 -4.666  0.1040
H 1.782 -1.914 -9.059  0.0900
H 0.809 -0.947 -3.436  0.1210
H -0.711 -2.057 -8.545  0.0905
H -0.375 2.551 -2.327  0.1185
H -1.932 -1.265 2.050  0.0818
H -2.583 -1.678 -0.573  0.0767
H 1.263 2.256 -8.509  0.1116
H -1.102 -1.650 -10.239  0.0880
H 2.894 -0.133 1.173  0.0644
H -1.408 0.945 -4.365  0.1208
H -0.533 -2.881 0.955  0.0774
H -2.467 0.723 -1.841  0.0690
H -0.180 0.128 -5.368  0.0965
H 0.504 -2.633 -1.540  0.0688
H -1.653 2.591 -0.037  0.0790
H 2.620 -0.894 -1.391  0.0740
H -0.903 -0.901 -2.897  0.1159
H -0.499 2.148 -8.152  0.1126
H 1.405 2.369 -2.166  0.1311
H -0.896 1.190 -10.386  0.1003
H 1.439 -1.493 -10.760  0.0882
H -1.357 1.364 2.353  0.0308
H 2.450 -0.412 -9.757  0.0879



2.
The following is a DFT calculation (the ωB97M-V functional and the def2-TZVPD basis) of a molecular structure, C19H28ClO2W in a non-equilibrium geometry.

Values from the calculation:
**2S+1**: 3
**Net charge**: +1
**E**: -38591.8362 eV
**⟨S²⟩**: 2.0152
**ΔE to the lowest compared entry with this formula, charge and spin**: 0.713 eV
**HOMO (spin up / spin down)**: -11.428 / -11.436 eV
**Orbital gap (spin up / spin down)**: 7.835 / 6.529 eV

Last column: Löwdin charge in e.
Element x y z (Å)
W 0.652 0.330 0.417  1.2929
Cl 2.316 1.757 -0.304  0.1239
O -0.861 -0.590 -3.510  -0.0985
O -0.543 0.060 -6.725  -0.2149
C 1.470 -1.456 1.504  -0.1608
C -2.860 -1.377 -2.299  -0.0215
C -1.915 -2.597 -4.325  -0.0021
C 0.248 1.229 -7.111  -0.1732
C 0.120 -1.763 1.129  -0.1560
C -1.327 1.639 -0.354  -0.1267
C 2.224 -1.205 0.303  -0.2308
C -0.367 2.314 1.652  -0.1355
C -1.418 0.553 -4.209  -0.1619
C 0.049 -1.727 -0.308  -0.1480
C -2.782 -0.104 -4.468  -0.0385
C 0.069 1.503 -8.607  -0.1512
C -1.017 1.050 1.888  -0.1908
C -1.506 -0.186 -7.784  -0.1797
C -0.544 2.658 0.276  -0.1505
C -1.051 0.550 -9.063  -0.1468
C -1.630 0.634 0.638  -0.2116
C 1.327 -1.328 -0.819  -0.2075
C -2.151 -1.267 -3.630  -0.5543
H -2.334 -0.189 0.514  0.1218
H -2.967 -0.385 -1.840  0.0762
H -2.263 -1.999 -1.632  0.0483
H -2.989 -0.342 -5.517  0.0961
H -0.236 3.584 -0.204  0.1263
H 3.297 -1.080 0.246  0.1285
H -1.738 1.664 -1.361  0.1038
H -0.661 -0.194 -9.766  0.1095
H 0.986 1.277 -9.150  0.1080
H -1.413 1.491 -3.624  0.1088
H -1.873 1.094 -9.541  0.1118
H 1.293 1.069 -6.801  0.1264
H -0.152 2.097 -6.557  0.1163
H -2.841 -3.145 -4.537  0.0956
H -1.162 0.555 2.847  0.1270
H -0.208 2.552 -8.758  0.1116
H -3.848 -1.837 -2.416  0.1066
H -0.668 -2.102 1.798  0.1400
H -1.554 -1.273 -7.945  0.1211
H -0.764 -2.085 -0.920  0.0925
H -1.282 -3.209 -3.670  0.0862
H -3.588 0.433 -3.948  0.1139
H 1.884 -1.531 2.505  0.1353
H -2.517 0.173 -7.498  0.1094
H 1.589 -1.287 -1.873  0.1381
H 0.132 2.913 2.412  0.1267
H -0.798 0.636 -5.102  0.0681
H -1.354 -2.441 -5.259  0.0901



3.
The following is a DFT calculation (the ωB97M-V functional and the def2-TZVPD basis) of a molecular structure, C19H28ClO6Tl in a non-equilibrium geometry.

Values from the calculation:
**E**: -49642.4977 eV
**ΔE to the lowest compared entry with this formula, charge and spin**: 1.702 eV
**HOMO (spin up / spin down)**: -6.005 / -6.005 eV
**Orbital gap (spin up / spin down)**: 5.171 / 5.171 eV

Last column: Löwdin charge in e.
Element x y z (Å)
Tl -1.099 -1.249 2.299  0.9981
Cl 0.884 -1.263 5.300  0.8613
O 0.037 1.386 -1.812  -0.1434
O 0.478 -2.344 4.420  -0.4164
O 2.197 -0.601 4.547  -0.2207
O 1.407 -1.698 6.546  -0.2246
O -0.149 -0.277 5.378  -0.3310
O -2.292 0.643 -2.551  -0.1790
C 1.748 -2.628 0.867  -0.2092
C -1.129 1.350 -4.662  -0.0265
C -2.334 1.449 -3.772  -0.5484
C -3.579 0.074 -2.850  -0.1462
C 1.311 -3.393 1.970  -0.2452
C -0.665 0.676 -0.737  -0.2058
C 2.810 1.095 3.092  -0.0278
C 0.836 0.362 -2.419  -0.1924
C 2.813 -1.788 1.308  -0.1699
C -2.622 2.892 -3.389  -0.0110
C 0.049 -0.965 -2.376  -0.1403
C -3.569 0.669 -4.262  -0.0663
C 2.135 0.931 4.406  -0.2206
C 1.877 1.456 2.157  -0.0617
C 3.102 -2.127 2.645  -0.1821
C -0.655 -0.843 -1.018  -0.2230
C 0.738 1.400 4.155  -0.0911
C 2.153 -3.093 3.074  -0.2234
C 0.600 1.656 2.801  -0.1031
H 0.696 -1.844 -2.483  0.1149
H -0.091 0.845 0.199  0.0711
H -0.707 -1.024 -3.170  0.0911
H -3.598 2.963 -2.881  0.0909
H -1.663 -1.282 -0.950  0.1034
H -4.340 0.493 -2.174  0.1211
H -3.538 -1.018 -2.793  0.1156
H -4.443 1.257 -4.558  0.1146
H -1.827 3.211 -2.698  0.0902
H 2.610 1.320 5.310  0.1628
H -2.623 3.543 -4.279  0.0942
H 1.361 -2.688 -0.150  0.0675
H 1.114 0.658 -3.440  0.1083
H 3.272 -0.982 0.737  0.0744
H -0.289 2.060 2.334  0.1009
H -1.679 1.072 -0.586  0.1176
H -0.349 2.027 -4.308  0.0833
H 3.947 -1.771 3.234  0.0891
H 2.226 -3.631 4.012  0.0927
H 3.860 0.845 2.951  0.1229
H -0.033 -1.330 -0.255  0.0049
H -1.403 1.678 -5.676  0.1021
H -3.264 -0.054 -5.026  0.1153
H 0.479 -4.098 1.989  0.0708
H 0.124 1.774 4.960  0.1148
H -0.745 0.334 -4.707  0.0773
H 2.067 1.619 1.099  0.1131
H 1.754 0.255 -1.807  0.1251



4.
The following is a DFT calculation (the ωB97M-V functional and the def2-TZVPD basis) of a molecular structure, C19H28CuNO5 in a non-equilibrium geometry.

Values from the calculation:
**2S+1**: 2
**Net charge**: -1
**E**: -76515.7992 eV
**⟨S²⟩**: 0.7653
**ΔE to the lowest compared entry with this formula, charge and spin**: 0.083 eV
**HOMO (spin up / spin down)**: -1.529 / -3.666 eV
**Orbital gap (spin up / spin down)**: 4.174 / 6.309 eV

Last column: Löwdin charge in e.
Element x y z (Å)
Cu 1.674 0.559 1.068  0.4181
O -2.041 -1.437 -1.903  -0.1228
O 5.367 3.219 1.968  0.0516
O 4.193 2.766 0.100  0.0502
O 5.820 1.376 0.839  0.0543
O -2.960 0.166 0.151  -0.1770
N 5.202 2.412 1.060  -0.3502
C -1.374 -2.605 -1.302  -0.5200
C -5.388 -0.314 -0.327  -0.1561
C 1.139 1.037 2.946  -0.2828
C -3.573 1.315 -0.506  -0.1750
C 3.438 0.409 0.090  -0.2042
C 2.514 -0.188 -0.794  -0.2279
C 2.884 2.565 2.705  -0.1819
C 4.028 1.595 -0.662  -0.3725
C -4.037 -0.831 0.193  -0.1880
C -0.522 -1.659 -0.373  -0.0783
C 1.518 2.318 2.362  -0.2079
C -2.267 -3.552 -0.513  -0.0307
C 2.323 0.534 3.639  -0.1622
C -0.912 -0.595 -1.400  -0.1368
C 3.096 1.790 -1.845  -0.0726
C -0.549 -3.225 -2.449  -0.0183
C 3.363 1.487 3.489  -0.1630
C 2.316 0.669 -1.971  -0.1329
C -5.084 1.120 -0.761  -0.1571
H 2.370 -0.398 4.216  0.0714
H 0.117 0.665 3.060  0.0758
H -3.374 2.192 0.123  0.1174
H 4.104 -0.113 0.787  0.1012
H 0.419 -2.695 -2.557  0.0834
H -5.706 -0.912 -1.189  0.1083
H 0.558 -1.784 -0.193  0.0739
H -4.124 -1.214 1.222  0.1218
H 0.825 3.079 2.013  0.0822
H -5.664 1.840 -0.168  0.1043
H 4.992 1.312 -1.126  0.1456
H -1.636 -4.161 0.136  0.0896
H -1.024 -3.031 -3.424  0.0843
H -1.293 0.324 -0.962  0.0881
H 1.617 0.386 -2.770  0.0758
H 4.350 1.427 3.952  0.0842
H -5.296 1.277 -1.821  0.1041
H -2.877 -4.178 -1.185  0.0888
H -3.029 1.462 -1.441  0.1086
H -6.124 -0.372 0.483  0.1036
H -0.390 -4.306 -2.357  0.0744
H 2.270 -1.254 -0.701  0.0740
H -2.948 -3.014 0.162  0.0530
H 3.266 2.641 -2.499  0.0837
H 3.395 3.499 2.527  0.0724
H -1.045 -1.531 0.582  0.1103
H -0.166 -0.418 -2.180  0.0897
H -3.755 -1.651 -0.491  0.0741